The following is a DFT calculation (wB97M-V/def2-TZVPD) of C4H3NO3 as an isolated structure at a distorted geometry.

Element x y z (Å)
O -1.26269 -0.86412 2.71066
O 0.86999 -1.54861 0.76529
O -1.34665 1.05059 1.52501
N -1.03551 1.24112 0.15075
C -0.12112 0.41215 -0.32270
C 0.68486 0.24433 -1.54412
C -0.93825 -0.43516 1.67565
C 0.11481 -0.67633 0.58243
H 1.27376 -1.06091 -1.68953
H 0.06290 0.57168 -2.57565
H 1.69789 1.06526 -1.27779

As for the charge: 0. Its energy above the lowest of the compared OMol25 structures with the same formula, charge and spin is 6.0843 eV. As for the strongest force on any atom: 5.02 eV Å⁻¹.

The following is a DFT calculation (wB97M-V/def2-TZVPD) of an isolated ion of composition C3H8N3 and charge +1 at a distorted geometry.

Element x y z (Å)
N 0.57039 -0.20784 0.57287
N -0.69933 0.43439 0.72897
N 0.31499 1.34293 -1.27195
C -0.97325 1.33257 -0.68090
C 1.12219 0.48891 -0.86230
C 0.68721 -1.69925 0.49530
H 1.41060 -1.73945 -0.22694
H 1.05174 -1.97868 1.45799
H -0.17711 -2.38617 0.31928
H -1.73379 0.98765 -1.34641
H -1.43937 2.23447 -0.17938
H -1.53641 -0.13781 0.84815
H 2.08575 0.23013 -1.34504
H -0.68359 1.09814 1.49037

As for the charge: +1. Its energy above the lowest of the compared OMol25 structures with the same formula, charge and spin is 4.2977 eV. The SMILES is CN1C=NC[NH2+]1. As for the strongest force on any atom: 3.06 eV Å⁻¹.

The following is a DFT calculation (wB97M-V/def2-TZVPD) of a 7-piece molecular cluster, C27H43Br12N2O2P overall at a distorted geometry.

Element x y z (Å)
Br 0.08057 -5.81200 7.90844
Br -1.40178 -1.75546 10.74537
Br -3.97462 -4.38550 10.90935
Br -2.86472 5.18804 -1.80738
Br -3.92988 1.14565 -2.49565
Br -2.66028 5.26378 -9.32576
Br -6.69730 5.81585 -6.74510
Br -4.01612 8.37223 -6.93426
Br -0.32232 5.21755 -4.46279
Br -2.67686 -1.88466 -0.81039
Br 1.06861 -2.27459 7.63726
Br 0.82413 4.32997 -8.41454
P 6.36991 -3.63646 1.50229
O 6.56216 -4.85485 0.40311
O 7.16592 -2.31204 0.88299
N 0.41652 -2.92708 1.84309
N 1.76157 -2.20644 -0.59979
C 4.85027 -0.91883 -1.07649
C 3.88456 -3.76435 2.63939
C -4.46302 -1.47332 -1.47229
C 2.43412 -2.71615 0.47109
C 4.05805 -3.04341 -2.20687
C 4.65157 -2.46734 -0.88001
C -5.79726 8.35201 -7.72555
C 1.87726 -4.02555 3.94444
C -3.07149 5.45378 -3.72681
C 4.71538 0.11444 1.32813
C 3.86362 -2.86434 0.35275
C 2.53006 -3.61363 2.71519
C -0.16864 -2.40171 0.79459
C -3.23213 -1.74870 10.08554
C 2.53762 -4.81598 4.90868
C 0.10418 5.95471 -9.21475
C -0.53672 -3.17593 7.00062
C -4.40955 -0.71952 -2.77471
C 4.53997 -3.36509 1.43779
C 0.47627 -2.05502 -0.42666
C -4.16357 -2.45220 11.03538
C -1.21881 6.38200 -8.63594
C -2.15221 4.55602 -4.50700
C -1.01690 -4.20834 7.98438
C 1.75286 -3.06679 1.63357
C 4.09607 0.00940 -0.10218
C -6.82380 7.75816 -6.79833
H -1.00121 -3.85913 9.01122
H -1.45845 7.39305 -8.96045
H 2.92057 -4.32508 5.81124
H 5.65736 -2.89957 -0.84262
H -5.39243 -0.69534 -3.24171
H -7.82849 7.96451 -7.16251
H -3.99516 -2.18352 12.07363
H 7.42666 -1.77942 1.64730
H -3.49877 -0.69716 9.99647
H -1.26225 6.33358 -7.55113
H -4.97313 -0.92785 -0.68423
H -3.68896 -1.13036 -3.47545
H 0.03939 5.76346 -10.28161
H 4.80961 -2.88518 -2.99466
H 4.98114 1.15917 1.54163
H -4.94439 -2.43998 -1.61070
H 3.88691 -4.12180 -2.09373
H -2.13203 3.53842 -4.12757
H -0.10419 -1.64601 -1.24870
H -4.10826 5.21038 -3.93760
H -0.30036 -3.59548 6.02733
H -5.71682 7.81457 -8.66604
H 5.56638 -0.54743 1.49591
H -2.90411 6.50627 -3.91853
H 4.15516 1.02270 -0.53331
H -1.27585 -2.38473 6.88151
H -6.02484 9.39748 -7.92524
H 3.92014 -0.12352 2.05319
H -3.21436 -2.20003 9.09730
H 4.60101 -0.63041 -2.10833
H 3.16325 -2.49994 -2.51949
H 0.86547 6.71021 -9.02845
H -2.02343 -4.54103 7.73340
H 2.63500 -5.90096 4.82684
H 5.92559 -0.70170 -0.96889
H 4.45284 -4.15808 3.47771
H -2.42681 4.54119 -5.56207
H 0.84135 -3.70241 4.09919
H 7.45598 -5.21236 0.49535
H -5.20061 -2.24922 10.77379
H -1.26734 -2.22145 0.90091
H 3.02888 -0.20413 0.00148
H -6.73221 8.11239 -5.77572

As for the charge: 0. Its energy above the lowest of the compared OMol25 structures with the same formula, charge and spin is 1.3895 eV. The SMILES is C=Cc1cc(P(O)O)c([C@@H](C)CCC)c2nccnc12.BrCCBr.BrCCBr.BrCCBr.BrCCBr.BrCCBr.BrCCBr. As for the strongest force on any atom: 2.67 eV Å⁻¹.

The following is a DFT calculation (wB97M-V/def2-TZVPD) of C49H89Br2N2O13 as an isolated structure at a distorted geometry.

Element x y z (Å)
Br -4.92490 2.74634 3.15434
Br -3.31651 1.46904 0.76815
O 9.00581 -2.76520 -2.21729
O 6.63001 -6.86016 5.76984
O -0.15673 -4.12126 -0.42272
O 2.71621 -8.10550 -0.50092
O -6.18894 5.42266 5.28261
O 6.17022 -0.48464 -6.90474
O 0.44431 0.58611 0.19045
O -4.28093 4.53624 5.97989
O 6.29387 -5.11944 0.63315
O -0.25915 5.28532 0.00543
O -8.19784 5.31154 -2.66537
O -0.75427 4.02058 -5.25888
O 3.99004 -10.54685 3.17244
N -9.44306 4.25267 2.77271
N -5.20601 6.11780 2.39438
C 2.48943 -10.39107 -1.10656
C -3.61958 4.01284 2.38309
C -1.23737 3.07746 1.93316
C -2.71593 4.61075 -4.05980
C 0.04831 -5.09523 0.27734
C 0.73234 3.70203 -1.45988
C -9.59503 4.23338 -4.25632
C 4.61523 -10.30726 4.18612
C -8.35561 4.90752 2.29004
C 0.34172 -1.34847 -1.18567
C 0.23288 -0.61104 0.12013
C 3.22540 -9.21230 -0.52652
C -6.58730 5.42170 0.47088
C -7.05222 7.86544 1.60007
C 8.58113 -1.40136 -4.11509
C -4.79014 5.40000 5.32693
C 6.33705 -5.91958 6.47547
C 5.38463 1.72268 -7.29301
C 5.33759 0.35831 -6.65331
C 5.21385 -8.94895 4.43684
C -3.91157 6.46059 4.59935
C -4.61351 7.10724 3.32663
C 0.54638 5.07683 -0.88495
C -7.81724 4.59576 0.98476
C 4.60663 -9.46860 0.01484
C -6.10214 6.65588 1.30035
C -8.32473 3.56022 0.08676
C 8.88640 -1.64280 -2.65958
C -1.03935 -5.67790 1.14312
C -5.19164 4.60259 0.44901
C 1.39273 -5.76607 0.31461
C 9.03718 -0.43204 -1.77376
C 6.72854 -4.50491 -1.62179
C 6.00771 -5.26462 -0.53733
C 4.21174 0.08538 -5.68767
C -0.14780 -1.41006 1.33788
C -8.49540 5.17171 -3.83539
C 5.68700 -4.68538 5.90442
C -1.51286 6.23573 -5.65753
C -9.50306 2.87391 0.64662
C -4.28132 5.20898 1.62026
C -9.95336 3.31929 1.95116
C -7.77945 5.92987 -4.92215
C 6.60781 -5.93669 7.95842
C 4.91532 -6.21346 -0.96292
C -2.68444 3.26650 1.29132
C 1.39265 6.18644 -1.45102
C -1.58134 4.87353 -5.01602
C 4.82280 -11.36070 5.24398
H -1.13095 -1.86112 1.19406
H -6.72943 5.73344 -0.59964
H -7.29760 5.23063 -5.60801
H 7.28455 -5.12204 8.22261
H 7.48311 -3.86464 -1.17440
H 2.35229 -11.15633 -0.34050
H -10.00370 2.05884 0.07480
H 5.02435 -8.54210 0.40251
H 5.55292 -4.81196 4.82980
H 3.04820 -10.79997 -1.95044
H 1.79870 -5.73006 1.32802
H -6.50487 4.55995 4.94356
H -2.52195 3.91924 0.39015
H 9.38602 -0.82393 -4.57358
H 8.10946 0.14361 -1.76898
H -2.87438 6.10968 4.39298
H 4.48685 -6.68710 -0.08595
H 4.55540 -10.19512 0.82753
H -0.65293 2.30930 1.36179
H -5.34133 3.49908 0.43934
H -2.63352 3.59306 -3.67650
H -0.64696 6.28056 -6.31776
H 4.47615 1.89316 -7.87372
H -7.01467 6.56615 -4.47596
H -10.38213 4.78888 -4.76901
H 4.12836 -5.66444 -1.48307
H 1.30196 -6.80241 -0.01875
H -2.66262 5.30525 -3.21810
H 6.29627 -9.03105 4.53407
H 4.33929 -12.28676 4.93204
H 1.15254 7.12085 -0.94286
H 6.01967 -3.88106 -2.17136
H 8.49950 -2.35782 -4.63094
H -3.44158 5.81376 1.17626
H -1.40781 7.00467 -4.88935
H 6.24329 1.77842 -7.96199
H -2.41312 6.41514 -6.24829
H 0.49482 3.71073 -2.52656
H 5.48861 2.49096 -6.52434
H 9.86219 0.18830 -2.12881
H -0.63305 4.01465 1.91407
H 4.98730 -8.29322 3.59577
H -10.02149 3.75671 -3.37341
H 4.26401 0.78165 -4.84823
H -6.48149 8.68955 2.10754
H 6.32318 -3.81554 6.07801
H 0.59777 -2.18496 1.52164
H -8.48667 6.55994 -5.46420
H 1.50944 -10.06814 -1.45905
H -1.23733 -6.70953 0.84742
H 2.07552 -5.24300 -0.35442
H -1.95316 -5.09604 1.01728
H 4.30247 -0.93156 -5.30541
H -9.19298 3.45970 -4.91301
H -2.92822 4.29723 3.20831
H -0.74049 -5.63884 2.19232
H -1.43215 2.72083 2.98420
H 1.10757 -2.12002 -1.11429
H -3.80392 7.31640 5.32600
H -7.34068 8.29115 0.59867
H 3.25164 0.18382 -6.19757
H -4.66369 4.82477 -0.51495
H 5.25505 -9.83836 -0.78262
H -7.90137 5.69068 2.94593
H -7.88170 3.31649 -0.89725
H 5.32804 -6.98757 -1.61311
H 0.05935 3.00683 -0.95724
H 9.25456 -0.75436 -0.75531
H 1.75937 3.36720 -1.30515
H 1.18710 6.30380 -2.51676
H -0.18820 -0.74939 2.20521
H 2.44961 5.96450 -1.29497
H 4.78811 -8.51637 5.34219
H 4.70865 -4.53310 6.36472
H -10.87100 2.80257 2.33369
H -0.61884 -1.79633 -1.44057
H 5.67030 -5.83952 8.50932
H -3.84624 7.69610 2.76303
H 4.37958 -11.03390 6.18639
H 0.62223 -0.64686 -1.97306
H -5.35747 7.83310 3.73334
H -3.67267 4.71546 -4.57520
H 5.88960 -11.54948 5.37642
H 7.07660 -6.88281 8.22913
H -5.82330 5.40594 2.83376
H 7.63302 -0.86916 -4.21343
H -5.35566 7.12638 0.59076
H -8.00609 7.61073 2.11370
H 7.22063 -5.20321 -2.30109

As for the charge: +1. As for the strongest force on any atom: 4.09 eV Å⁻¹. As for the total energy: -8155.8243 Ha.

The following is a DFT calculation (wB97M-V/def2-TZVPD) of C47H64N3O2TeTi as an isolated structure at a distorted geometry.

Element x y z (Å)
Te 1.96445 1.06281 -2.62609
Ti 1.15624 0.03437 0.06854
O 1.26006 1.63854 0.80678
O 1.01374 -1.67821 -0.36629
N 0.85533 -0.73925 2.08581
N 3.32981 -0.44411 0.75395
N -1.87111 0.76569 -0.80607
C 0.84610 6.01364 1.07648
C -2.84384 -6.10696 2.31262
C -0.50130 2.79326 -3.05344
C -1.42248 3.36445 3.49959
C 4.20781 -0.75930 -0.41163
C -1.19343 3.89481 -3.54419
C 0.07413 1.60744 2.81615
C 1.58571 3.79433 -3.79344
C 0.08243 -0.16267 -4.67156
C -2.51916 3.85467 4.44833
C 0.80518 0.33408 3.14147
C 0.87914 2.75755 -3.19922
C -0.57095 4.78731 -0.59999
C 1.93079 -1.73245 2.44142
C 2.36940 -4.43911 -1.38240
C 4.00069 0.60821 1.55790
C 3.16457 -1.70537 1.52988
C -0.24266 -0.75413 -5.88443
C -1.03086 -4.75337 -0.51675
C 0.57057 -5.50454 -2.71710
C 0.12330 -2.72246 -0.07568
C 0.88126 4.89172 -4.27429
C 1.04487 -3.11764 -3.03850
C -4.36446 -4.77074 0.83553
C 0.76332 -1.17733 -6.75069
C -3.06069 5.22931 4.05798
C 2.09943 -1.00055 -6.41218
C -1.95023 3.93885 5.87222
C -0.86583 2.09904 3.68830
C -3.03019 -5.53863 0.89945
C -0.91291 4.11563 2.45389
C -3.08614 -6.70669 -0.08613
C -0.79810 0.45302 -0.49042
C 1.42245 0.01041 -4.35097
C -1.63884 -3.47454 1.37586
C 0.54151 4.64076 0.45067
C 0.47880 2.35717 1.71516
C -1.88196 -4.57669 0.57069
C -0.64847 -2.55698 1.06982
C 1.83129 4.19137 -0.24889
C 0.06787 3.66569 1.54814
C -0.00986 -3.86393 -0.86478
C 2.43825 -0.39454 -5.20513
C -0.49292 -1.40618 2.04202
C -0.50545 4.93890 -4.15368
C 0.97474 -4.22075 -1.99170
C -3.68397 2.85243 4.42073
H -3.63958 -6.82559 2.53524
H 2.14135 4.97005 -0.95136
H 3.07467 -4.77216 -2.15463
H -2.29039 6.00656 4.11755
H -1.15694 -5.64062 -1.12379
H -5.20180 -5.44647 1.04971
H -2.23269 -3.31253 2.27628
H 2.64608 4.03324 0.47073
H -0.89428 3.80917 -0.96589
H 4.05918 -1.88059 2.12180
H -2.72296 4.28843 6.56571
H 3.88335 1.57632 1.08188
H -2.17367 -7.31566 -0.05378
H 3.57140 0.66019 2.55159
H 5.13047 -1.23228 -0.07014
H -2.88277 -5.32361 3.07661
H -0.70358 -1.80125 3.02983
H 3.09127 -2.51115 0.81727
H 0.50265 -1.64115 -7.69683
H -1.16700 1.48248 4.53471
H 1.26710 -5.66878 -3.54417
H -4.09235 2.75337 3.40808
H 1.68804 3.27950 -0.81646
H 2.33971 -5.19843 -0.59381
H 1.44663 -2.19895 -2.63253
H 0.05030 -2.90168 -3.43408
H -1.05089 5.79740 -4.53242
H -3.92589 -7.35572 0.17403
H -3.86158 5.50696 4.74998
H 1.22768 6.68212 0.29972
H 2.20638 -1.56160 3.47391
H 1.68282 -3.42541 -3.87551
H -1.88205 -6.62367 2.40378
H -0.21743 5.37679 -1.45501
H -1.28624 -0.88995 -6.14976
H 0.61719 -6.38496 -2.06668
H 1.60865 5.93065 1.85943
H -3.23935 -6.36562 -1.11588
H -3.37113 1.85787 4.75878
H 1.41867 5.70824 -4.74631
H 4.46663 0.15278 -0.93422
H 5.06083 0.37398 1.65456
H -3.47953 5.23086 3.04484
H -1.21973 -0.63227 1.85080
H 1.51137 -2.72661 2.38732
H -0.70131 0.15224 -3.99334
H 0.37949 -0.11250 4.03580
H -1.59983 2.96281 6.22685
H -1.29848 5.11786 2.30568
H 2.88422 -1.32043 -7.09112
H -1.44560 5.29051 -0.17419
H -2.27283 3.93748 -3.43500
H -4.39590 -3.95377 1.56616
H 3.70136 -1.44235 -1.09181
H 2.75970 -3.50906 -0.95303
H -0.03418 6.49472 1.50906
H -4.48808 3.19213 5.08407
H -4.51870 -4.33891 -0.15972
H 3.47988 -0.23634 -4.94871
H 1.83082 0.58130 3.37357
H -1.03584 2.00213 -2.54412
H -1.10777 4.63843 5.91674
H -0.43848 -5.43573 -3.13976
H 2.66354 3.75084 -3.89176

As for the charge: +1. Its energy above the lowest of the compared OMol25 structures with the same formula, charge and spin is 0.0000 eV. As for the strongest force on any atom: 2.35 eV Å⁻¹.

What is the formula in the fifth record? C47H64N3O2TeTi

Which of these has the lowest strongest force on any atom? C47H64N3O2TeTi